<1>
# C24H48O24

A cluster of 8 separate species, C24H48O24 in total (ωB97M-V with the def2-TZVPD basis set, the Open Molecules 2025 dataset).

Bonds (Å) are listed after each position.
Atoms and positions in Å:
1 C -4.510 1.890 2.745  O15 1.227, O19 1.350, O51 1.318
2 O 4.036 6.087 0.589  C21 1.364, C28 1.462
3 H 3.209 0.256 0.469  C43 1.090
4 H -3.270 -4.889 -2.429  C42 1.090
5 H 0.457 4.964 -0.383  C79 1.090
6 H 3.009 3.626 -6.578  C90 1.090
7 O -3.473 -2.238 -3.339  C72 1.420, C87 1.383
8 O -2.692 -5.439 3.363  C17 1.330, C32 1.408
9 H 1.245 1.044 -1.275  C81 1.090
10 H -0.429 3.236 0.906  C47 1.090
11 O 2.844 -3.128 -3.075  C95 1.210
12 H 2.863 4.941 -5.403  C90 1.090
13 H -5.844 -0.357 1.584  C34 1.090
14 H 5.209 5.618 2.112  C28 1.090
15 O -4.047 1.047 3.507  C1 1.227
16 H -1.433 -2.126 -1.215  C44 1.090
17 C -2.097 -4.335 2.919  O8 1.330, O55 1.389, O57 1.243
18 H -2.678 3.681 3.836  C92 1.090
19 O -4.404 3.218 2.962  C1 1.350, C92 1.391
20 H -1.679 -7.005 2.648  C32 1.090
21 C 2.912 5.317 0.649  O2 1.364, O65 1.256, O73 1.397
22 H -3.901 3.352 5.069  C92 1.090
23 H -3.434 -0.654 -4.713  C72 1.090
24 H 0.439 5.036 1.396  C79 1.090
25 H 7.102 -2.442 4.232  C30 1.090
26 O 1.225 -1.712 -3.714  C71 1.374, C95 1.287
27 H -3.449 -7.270 2.846  C32 1.090
28 C 5.312 5.525 1.030  O2 1.462, H14 1.090, H38 1.090, H50 1.090
29 H 6.863 -3.924 3.205  C30 1.090
30 C 6.395 -3.061 3.679  H25 1.090, H29 1.090, H64 1.090, O74 1.427
31 H -1.908 -1.742 2.317  C94 1.090
32 C -2.673 -6.573 2.529  O8 1.408, H20 1.090, H27 1.090, H69 1.090
33 O -1.470 -0.266 -0.346  C44 1.434, C83 1.327
34 C -5.215 0.346 1.038  H13 1.090, H40 1.090, O51 1.438, H86 1.090
35 H -2.727 -1.217 3.798  C94 1.090
36 H 4.186 3.810 -5.258  C90 1.090
37 H -2.191 3.617 1.055  C47 1.090
38 H 6.068 6.245 0.718  C28 1.090
39 O 4.165 -1.234 3.891  C46 1.226
40 H -5.618 0.450 0.031  C34 1.090
41 H -1.487 2.746 2.275  C47 1.090
42 C -3.966 -4.406 -1.743  H4 1.090, H56 1.090, H61 1.090, O62 1.462
43 C 3.343 -0.003 1.519  H3 1.090, H67 1.090, H91 1.090, O96 1.427
44 C -0.864 -1.559 -0.478  H16 1.090, O33 1.434, H54 1.090, H60 1.090
45 C 2.446 3.160 -3.437  O48 1.339, O75 1.241, O77 1.324
46 C 4.724 -1.450 2.821  O39 1.226, O74 1.369, O96 1.314
47 C -1.413 2.866 1.194  H10 1.090, H37 1.090, H41 1.090, O88 1.403
48 O 1.605 2.249 -2.934  C45 1.339, C81 1.445
49 H -2.148 -0.754 -3.435  C72 1.090
50 H 5.561 4.556 0.599  C28 1.090
51 O -5.113 1.669 1.593  C1 1.318, C34 1.438
52 H -3.692 -0.140 -3.045  C72 1.090
53 H 2.577 2.110 -1.048  C81 1.090
54 H -0.863 -2.221 0.388  C44 1.090
55 O -2.386 -3.274 3.767  C17 1.389, C94 1.409
56 H -4.356 -4.931 -0.871  C42 1.090
57 O -1.563 -4.236 1.800  C17 1.243
58 O -5.712 -1.987 -3.696  C87 1.189
59 H -0.143 -5.226 -2.009  C80 1.090
60 H 0.178 -1.413 -0.764  C44 1.090
61 H -3.306 -3.704 -1.232  C42 1.090
62 O -4.943 -3.811 -2.652  C42 1.462, C87 1.349
63 H -1.182 -1.656 3.953  C94 1.090
64 H 5.625 -3.388 4.379  C30 1.090
65 O 2.898 4.067 0.778  C21 1.256
66 H 1.016 2.727 -0.864  C81 1.090
67 H 3.514 0.947 2.026  C43 1.090
68 H -0.177 6.400 0.505  C79 1.090
69 H -2.935 -6.304 1.506  C32 1.090
70 O -0.355 0.389 1.511  C83 1.233
71 C 2.092 -0.835 -4.318  O26 1.374, H84 1.090, H85 1.090, H93 1.090
72 C -3.204 -0.885 -3.673  O7 1.420, H23 1.090, H49 1.090, H52 1.090
73 O 1.823 6.190 0.593  C21 1.397, C79 1.375
74 O 5.728 -2.360 2.631  C30 1.427, C46 1.369
75 O 3.093 4.014 -2.811  C45 1.241
76 H 1.415 -5.485 -2.401  C80 1.090
77 O 2.361 3.033 -4.752  C45 1.324, C90 1.392
78 H 1.007 -4.593 -0.853  C80 1.090
79 C 0.579 5.615 0.483  H5 1.090, H24 1.090, H68 1.090, O73 1.375
80 C 0.814 -4.713 -1.919  H59 1.090, H76 1.090, H78 1.090, O89 1.433
81 C 1.587 2.054 -1.502  H9 1.090, O48 1.445, H53 1.090, H66 1.090
82 H -3.961 4.814 4.042  C92 1.090
83 C -1.192 0.590 0.629  O33 1.327, O70 1.233, O88 1.329
84 H 1.527 0.010 -4.711  C71 1.090
85 H 2.644 -1.279 -5.147  C71 1.090
86 H -4.253 -0.113 0.813  C34 1.090
87 C -4.799 -2.623 -3.276  O7 1.383, O58 1.189, O62 1.349
88 O -1.809 1.752 0.437  C47 1.403, C83 1.329
89 O 0.653 -3.544 -2.732  C80 1.433, C95 1.357
90 C 3.134 3.893 -5.528  H6 1.090, H12 1.090, H36 1.090, O77 1.392
91 H 2.378 -0.377 1.861  C43 1.090
92 C -3.742 3.747 4.066  H18 1.090, O19 1.391, H22 1.090, H82 1.090
93 H 2.757 -0.380 -3.583  C71 1.090
94 C -2.053 -1.962 3.375  H31 1.090, H35 1.090, O55 1.409, H63 1.090
95 C 1.686 -2.794 -3.193  O11 1.210, O26 1.287, O89 1.357
96 O 4.457 -0.883 1.667  C43 1.427, C46 1.314

- E_LUMO: 0.45 eV
- Orbital gap: 10.9 eV
- HOMO level: -10.44 eV
- SMILES: COC(=O)OC.COC(=O)OC.COC(=O)OC.COC(=O)OC.COC(=O)OC.COC(=O)OC.COC(=O)OC.COC(=O)OC

***

<2>
# C24H48O24

A cluster of 8 separate species, C24H48O24 in total (ωB97M-V with the def2-TZVPD basis set, the Open Molecules 2025 dataset).

Bonds (Å) are listed after each position.
Atoms and positions in Å:
1 O 10.367 15.595 13.691  C46 1.455, C48 1.364
2 H 8.839 14.671 14.783  C46 1.090
3 H 16.929 23.385 14.280  C25 1.090
4 O 15.962 21.993 15.213  C25 1.397, C58 1.308
5 H 13.530 19.285 16.273  C80 1.090
6 H 10.400 10.708 17.833  C28 1.090
7 H 11.623 17.864 13.994  C65 1.090
8 H 17.356 9.725 15.071  C91 1.090
9 H 16.709 10.905 13.017  C70 1.090
10 C 11.099 14.341 17.859  H16 1.090, H53 1.090, H71 1.090, O79 1.458
11 O 15.377 20.083 15.940  C58 1.365, C80 1.418
12 C 16.386 17.117 7.416  H55 1.090, H69 1.090, H81 1.090, O84 1.364
13 C 16.000 12.591 11.057  O22 1.311, O23 1.218, O96 1.372
14 H 11.896 11.306 13.470  C63 1.090
15 H 11.621 10.007 16.299  C33 1.090
16 H 10.320 15.069 17.630  C10 1.090
17 H 14.469 18.485 15.035  C80 1.090
18 O 13.674 10.028 16.477  C33 1.386, C49 1.301
19 O 13.040 16.183 16.682  C85 1.289
20 H 12.042 13.032 13.351  C63 1.090
21 H 14.601 15.933 14.998  C42 1.090
22 O 15.155 13.554 10.775  C13 1.311, C88 1.453
23 O 16.333 11.672 10.330  C13 1.218
24 O 10.092 17.592 12.609  C48 1.378, C65 1.415
25 C 15.877 23.127 14.403  H3 1.090, O4 1.397, H45 1.090, H90 1.090
26 O 13.516 14.335 15.224  C42 1.357, C85 1.377
27 O 11.886 14.370 10.993  C61 1.240
28 C 9.650 10.554 18.609  H6 1.090, O51 1.414, H73 1.090, H94 1.090
29 C 15.749 17.867 12.046  H36 1.090, H41 1.090, H68 1.090, O93 1.437
30 O 14.170 10.362 14.299  C49 1.236
31 H 13.893 14.477 9.440  C88 1.090
32 O 9.917 13.513 10.366  C61 1.331, C64 1.408
33 C 12.465 10.694 16.356  H15 1.090, O18 1.386, H57 1.090, H77 1.090
34 H 15.423 14.471 14.362  C42 1.090
35 C 6.638 14.100 17.215  H37 1.090, H44 1.090, H50 1.090, O74 1.501
36 H 15.564 18.832 12.519  C29 1.090
37 H 6.015 13.768 16.384  C35 1.090
38 O 8.765 12.211 16.594  C43 1.230
39 H 15.361 14.003 8.677  C88 1.090
40 H 14.832 18.268 16.822  C80 1.090
41 H 16.787 17.633 12.283  C29 1.090
42 C 14.465 14.975 14.495  H21 1.090, O26 1.357, H34 1.090, H62 1.090
43 C 8.150 12.195 17.659  O38 1.230, O51 1.375, O74 1.367
44 H 5.993 14.774 17.780  C35 1.090
45 H 15.487 22.901 13.410  C25 1.090
46 C 9.784 14.412 14.306  O1 1.455, H2 1.090, H83 1.090, H95 1.090
47 O 17.556 17.832 9.867  C56 1.228
48 C 9.505 16.417 13.026  O1 1.364, O24 1.378, O86 1.234
49 C 14.405 9.876 15.411  O18 1.301, O30 1.236, O92 1.352
50 H 7.402 14.659 16.675  C35 1.090
51 O 8.537 11.419 18.726  C28 1.414, C43 1.375
52 H 9.039 15.351 10.054  C64 1.090
53 H 10.617 13.431 18.215  C10 1.090
54 H 17.844 12.079 13.751  C70 1.090
55 H 15.766 17.270 6.533  C12 1.090
56 C 16.340 17.811 9.695  O47 1.228, O84 1.357, O93 1.321
57 H 12.294 11.393 15.537  C33 1.090
58 C 15.078 21.047 15.022  O4 1.308, O11 1.365, O72 1.245
59 H 16.124 9.039 13.853  C91 1.090
60 H 16.883 7.956 14.958  C91 1.090
61 C 11.059 13.447 11.046  O27 1.240, O32 1.331, O87 1.368
62 H 14.112 15.112 13.473  C42 1.090
63 C 12.083 12.115 12.764  H14 1.090, H20 1.090, H75 1.090, O87 1.448
64 C 9.618 14.598 9.519  O32 1.408, H52 1.090, H82 1.090, H89 1.090
65 C 11.429 17.930 12.924  H7 1.090, O24 1.415, H67 1.090, H76 1.090
66 H 17.979 11.389 12.106  C70 1.090
67 H 12.173 17.349 12.379  C65 1.090
68 H 15.087 17.089 12.425  C29 1.090
69 H 17.381 17.549 7.312  C12 1.090
70 C 17.298 11.807 12.848  H9 1.090, H54 1.090, H66 1.090, O96 1.390
71 H 11.590 14.804 18.715  C10 1.090
72 O 14.190 21.005 14.150  C58 1.245
73 H 10.105 10.607 19.599  C28 1.090
74 O 7.118 12.980 18.092  C35 1.501, C43 1.367
75 H 13.012 11.969 12.211  C63 1.090
76 H 11.533 18.989 12.687  C65 1.090
77 H 12.356 11.239 17.294  C33 1.090
78 H 14.090 12.809 9.058  C88 1.090
79 O 12.000 14.047 16.750  C10 1.458, C85 1.371
80 C 14.534 18.945 16.021  H5 1.090, O11 1.418, H17 1.090, H40 1.090
81 H 16.471 16.038 7.547  C12 1.090
82 H 8.967 14.287 8.701  C64 1.090
83 H 10.475 13.871 14.954  C46 1.090
84 O 15.710 17.528 8.527  C12 1.364, C56 1.357
85 C 12.913 14.961 16.291  O19 1.289, O26 1.377, O79 1.371
86 O 8.312 16.252 12.759  C48 1.234
87 O 11.023 12.303 11.797  C61 1.368, C63 1.448
88 C 14.636 13.679 9.423  O22 1.453, H31 1.090, H39 1.090, H78 1.090
89 H 10.530 14.916 9.015  C64 1.090
90 H 15.226 23.868 14.866  C25 1.090
91 C 16.579 8.996 14.842  H8 1.090, H59 1.090, H60 1.090, O92 1.375
92 O 15.561 9.252 15.731  C49 1.352, C91 1.375
93 O 15.425 17.881 10.646  C29 1.437, C56 1.321
94 H 9.252 9.557 18.424  C28 1.090
95 H 9.424 13.678 13.585  C46 1.090
96 O 16.476 12.798 12.327  C13 1.372, C70 1.390

- E_LUMO: 0.43 eV
- Orbital gap: 11.1 eV
- HOMO level: -10.67 eV
- SMILES: COC(=O)OC.COC(=O)OC.COC(=O)OC.COC(=O)OC.COC(=O)OC.COC(=O)OC.COC(=O)OC.COC(=O)OC

***

The most stable arrangement is <1>, and the next structure is 0.0058 hartree less stable.

***

<1>
# C2H6N4

An isolated molecule of C2H6N4 (ωB97M-V with the def2-TZVPD basis set, the Open Molecules 2025 dataset).

Bonds (Å) are listed after each position.
Atoms and positions in Å:
1 C -0.312 0.945 0.391  N3 1.448, H7 1.178, C11 1.689, H12 1.096
2 H -0.769 -0.241 -1.509  C11 1.201
3 N 1.111 0.684 0.375  C1 1.448, N5 1.348, N8 1.444
4 H -0.952 -1.711 1.098  N9 1.059
5 N 1.545 -0.586 0.511  N3 1.348, N8 1.432
6 H 2.635 0.444 -0.984  N8 1.048
7 H -0.761 1.074 1.473  C1 1.178
8 N 1.695 0.032 -0.773  N3 1.444, N5 1.432, H6 1.048
9 N -0.513 -1.607 0.140  H4 1.059, C11 1.361
10 H -2.019 -0.351 -0.113  C11 1.066
11 C -0.981 -0.422 -0.341  C1 1.689, H2 1.201, N9 1.361, H10 1.066
12 H -0.679 1.739 -0.269  C1 1.096

- E_LUMO (spin up / spin down): -0.01 / 0.20 eV
- Orbital gap (spin up / spin down): 9.0 / 9.2 eV
- HOMO level (spin up / spin down): -8.99 / -8.98 eV

***

<2>
# C2H6N4

An isolated molecule of C2H6N4 (ωB97M-V with the def2-TZVPD basis set, the Open Molecules 2025 dataset).

Bonds (Å) are listed after each position.
Atoms and positions in Å:
1 N -0.155 -2.072 -1.175  N6 1.254, H12 1.015
2 H 1.439 -0.591 -0.256  C11 1.076
3 H 0.733 1.070 1.544  C8 1.090
4 N 0.368 0.531 -1.590  N5 1.503, H10 1.019, C11 1.312
5 N -0.009 -0.435 -2.677  N4 1.503, N6 1.209
6 N -0.315 -1.543 -2.300  N1 1.254, N5 1.209
7 H -0.523 -0.141 1.364  C8 1.090
8 C -0.003 0.666 0.849  H3 1.090, H7 1.090, H9 1.087, C11 1.485
9 H -0.720 1.445 0.601  C8 1.087
10 H -0.270 1.320 -1.681  N4 1.019
11 C 0.652 0.133 -0.373  H2 1.076, N4 1.312, C8 1.485
12 H -0.706 -2.916 -1.055  N1 1.015

- E_LUMO (spin up / spin down): 0.44 / 0.44 eV
- Orbital gap (spin up / spin down): 8.8 / 8.8 eV
- HOMO level (spin up / spin down): -8.38 / -8.38 eV

***

The most stable arrangement is <2>, and the next structure is 0.1047 hartree less stable.